Record 1
ORCA calculation (ωB97M-V with the def2-TZVPD basis set) on C2H6ORbS as an isolated structure at a distorted geometry.

Positions of all 11 atoms, in Å:
Rb -1.28 4.75 -4.30
O -0.42 6.12 -3.39
H -0.64 7.29 -6.30
C -1.46 7.34 -5.59
C -2.51 8.00 -2.97
H -2.20 6.56 -5.75
S -0.94 7.54 -3.83
H -3.29 7.26 -3.14
H -2.36 7.87 -1.89
H -2.98 8.96 -3.16
H -1.87 8.33 -5.74

## Properties
* gap between HOMO and LUMO: 10.00 eV
* energy above the lowest of the compared OMol25 structures with the same formula, charge and spin: 109.9 kcal per mole
* strongest force on any atom: 16.14 eV/A
* net charge: +1
* DFT total energy: -576.92332 hartree
* LUMO energy: -3.4138 eV

Löwdin population analysis, charges in e, atoms 1 to 5: atom 1 (Rb): 1.31, atom 2 (O): -1.07, atom 3 (H): 0.08, atom 4 (C): -0.29, atom 5 (C): -0.21

=====

Record 2
ORCA calculation (ωB97M-V with the def2-TZVPD basis set) on C29H27BrCoN3PS2Se2 as an isolated structure.

Positions of all 66 atoms, in Å:
C -2.42 1.07 -1.70
C 4.40 -0.53 2.43
H 0.70 5.66 2.54
C -0.64 -3.21 1.86
H 1.53 5.46 0.13
H -2.13 2.73 -4.64
H 1.64 4.23 3.00
Co 0.28 -0.51 1.34
C 0.68 4.57 2.62
Se 0.44 -0.39 -1.11
C -3.77 -3.85 -1.50
C 0.37 -5.23 1.06
S 3.55 -0.61 3.95
H -1.77 4.18 1.39
H -3.75 1.61 -0.10
C 0.40 4.00 1.22
C 1.35 -4.45 0.48
C -0.97 4.46 0.70
H 2.49 4.04 0.59
H 0.38 -6.31 0.98
C -2.55 -3.35 -3.51
H 5.70 -0.31 -1.18
C 3.96 -0.38 0.05
H -0.10 4.28 3.32
Se -2.14 -0.31 1.26
H -4.68 3.55 -1.30
C -3.47 3.26 -3.04
P -1.72 -0.38 -0.87
N 0.30 -2.46 1.27
Br -2.03 -5.55 2.57
H 3.26 -0.31 -0.78
C 6.22 -0.45 0.90
C 2.06 -0.56 3.09
H -1.18 4.02 -0.28
C -3.40 1.85 -1.10
H -3.56 -2.45 0.10
C 1.28 -3.08 0.60
C -3.27 -2.70 -0.91
C -3.92 2.95 -1.77
H -2.26 -3.60 -4.52
C 0.37 2.53 1.33
H -1.35 -1.59 -3.48
C 5.77 -0.53 2.20
H 2.02 -2.45 0.12
H -3.88 4.12 -3.57
H 7.29 -0.44 0.70
N 2.18 -0.50 1.79
H -1.40 -2.70 2.42
C -3.41 -4.18 -2.80
C -2.49 2.48 -3.65
H 2.17 -4.90 -0.07
S 0.43 -0.57 3.63
H 1.33 3.94 -0.75
C 5.33 -0.38 -0.17
H 6.47 -0.58 3.03
C -1.96 1.39 -2.98
H -3.80 -5.08 -3.26
H -1.18 0.81 -3.45
C 1.51 4.38 0.23
H -0.95 5.54 0.60
C 3.50 -0.47 1.36
C -2.04 -2.20 -2.92
N 0.33 1.39 1.37
C -0.64 -4.59 1.76
H -4.44 -4.50 -0.94
C -2.41 -1.87 -1.62

## Properties
* gap between HOMO and LUMO: 7.54 eV
* energy above the lowest of the compared OMol25 structures with the same formula, charge and spin: 0.0 kcal per mole
* strongest force on any atom: 0.39 eV/A
* net charge: +1
* DFT total energy: -11182.86267 hartree
* LUMO energy: -3.2873 eV

Löwdin population analysis, charges in e, atoms 1 to 5: atom 1 (C): -0.40, atom 2 (C): -0.45, atom 3 (H): 0.10, atom 4 (C): -0.20, atom 5 (H): 0.10

=====

Record 3
ORCA calculation (ωB97M-V with the def2-TZVPD basis set) on C28H39BF3FeN6O3S4 as an isolated structure.

Positions of all 85 atoms, in Å:
C -3.27 -1.10 -1.10
N 1.69 0.33 0.27
H -2.67 2.34 3.58
N 1.49 0.12 -1.01
B 0.05 0.58 -1.30
C 0.01 4.32 -1.25
C -1.07 3.34 0.70
O -1.48 -3.14 -3.04
O 0.93 -2.65 -3.17
H -0.05 5.46 -3.05
H -4.98 0.16 -1.37
C -3.08 4.32 1.76
H -4.71 -1.01 -2.66
C -2.90 -2.11 -0.27
H -1.82 -4.94 -0.67
C 0.47 5.46 -2.09
H -3.66 -2.80 0.10
H -1.53 -5.68 0.90
C -1.54 -2.36 0.07
C 3.73 -0.84 0.08
H 0.28 6.41 -1.59
F 0.04 -4.95 -4.92
H 4.92 -1.15 -2.90
C 1.87 -0.57 3.08
C -2.16 2.17 2.63
C -1.80 3.52 2.02
H 1.74 2.01 2.17
H 0.04 3.75 3.17
Fe -0.25 0.47 -3.72
S 2.06 -0.53 -3.52
N -0.87 2.12 0.27
S 0.87 2.55 -3.22
H 1.54 5.39 -2.30
H 0.60 -4.02 -0.35
H 5.14 0.32 2.29
C 2.36 -0.50 -1.82
S -2.35 0.92 -2.78
H 2.02 -1.65 3.00
F -1.37 -3.69 -5.99
H -1.20 -4.15 2.96
H -2.88 5.31 1.35
C 0.18 2.98 -1.70
O -0.66 -1.31 -4.42
H 0.64 -4.73 1.27
C -2.20 -0.29 -1.57
H 3.48 2.30 1.94
H -3.74 3.80 1.07
H -0.89 -2.43 2.73
N -0.60 -1.52 -0.28
H 2.84 1.96 3.55
C -1.92 -4.80 0.41
H 0.96 -3.01 1.06
C -1.45 -3.28 2.36
N -0.22 1.99 -0.90
C 4.51 -1.79 -2.12
C -1.13 -3.57 0.88
C -0.88 4.29 2.98
H -2.98 -4.73 0.66
H -1.40 4.43 3.93
C 2.96 0.21 2.31
H -0.80 5.45 0.34
H 0.88 -0.32 2.71
C -4.66 -0.86 -1.58
C 2.80 -0.12 0.84
C 3.53 -1.04 -1.28
C -0.62 4.46 -0.05
H -3.62 4.46 2.69
N -0.98 -0.48 -1.05
H -5.35 -1.55 -1.10
C 0.36 -3.84 0.70
H -1.27 1.57 2.83
F 0.76 -3.25 -6.07
C 2.74 1.72 2.50
H -0.63 5.28 2.60
H 4.02 -2.63 -2.62
S -0.39 -2.65 -3.81
H 5.33 -2.17 -1.51
H 4.42 0.11 3.88
C 4.34 -0.18 2.83
H 4.62 -1.23 0.55
C -0.23 -3.72 -5.31
H -2.82 1.59 1.99
H -2.51 -3.08 2.50
H 1.93 -0.31 4.14
H 4.50 -1.26 2.79

## Properties
* gap between HOMO and LUMO (alpha / beta): 7.35 / 6.07 eV
* multiplicity: 6
* ⟨S²⟩: 8.81
* energy above the lowest of the compared OMol25 structures with the same formula, charge and spin: 2.4 kcal per mole
* strongest force on any atom: 0.45 eV/A
* net charge: +2
* DFT total energy: -4825.06992 hartree
* LUMO energy (alpha / beta): -7.3518 / -8.7366 eV

Löwdin population analysis, charges in e, atoms 1 to 5: atom 1 (C): -0.22, atom 2 (N): 0.22, atom 3 (H): 0.10, atom 4 (N): 0.03, atom 5 (B): -0.56